1.
Density functional theory data (ωB97M-V/def2-TZVPD) for a structure of composition C43H36ClN5O6PSV in a non-equilibrium geometry.

Summary:
Relative energy (zero: lowest compared OMol25 entry of this formula, charge and spin)   4.3 kcal per mole
E_LUMO (spin up / spin down)   -0.29 / -0.16 eV
Calculated total energy   -4529.355280 Eh
2S+1   3
<S²>   2.010
Frontier orbital gap (spin up / spin down)   7.52 / 7.67 eV

XYZ file:
```
94
C43H36ClN5O6PSV (ωB97M-V/def2-TZVPD)
V 0.175 0.345 -0.023
C 0.285 0.633 4.384
C 0.508 1.095 2.973
O 0.467 0.208 2.100
C 0.750 2.495 2.677
C 0.995 3.389 3.746
C 1.270 4.711 3.530
C 1.299 5.181 2.200
C 1.048 4.347 1.142
C 0.748 2.982 1.349
O 0.468 2.264 0.301
H 0.031 -0.423 4.363
H -0.524 1.197 4.850
H 1.183 0.778 4.990
H 0.980 3.015 4.763
H 1.466 5.376 4.359
H 1.519 6.226 2.009
H 1.055 4.700 0.116
N -2.674 -1.628 -1.842
C -2.534 -2.673 -0.961
C -3.698 -3.382 -0.613
C -3.653 -4.498 0.190
C -2.434 -4.963 0.679
C -1.285 -4.265 0.359
C -1.295 -3.114 -0.443
P 0.245 -2.143 -0.646
C 0.794 -2.476 -2.362
C 2.109 -2.197 -2.739
C 2.513 -2.354 -4.054
C 1.608 -2.791 -5.016
C 0.304 -3.079 -4.649
C -0.103 -2.926 -3.325
C 1.506 -3.028 0.348
C 1.724 -2.607 1.659
C 2.618 -3.281 2.483
C 3.312 -4.381 2.002
C 3.104 -4.808 0.694
C 2.204 -4.139 -0.127
H -3.603 -1.281 -2.003
H -1.967 -0.921 -1.988
H -4.649 -3.023 -0.991
H -4.576 -5.011 0.440
H -2.382 -5.848 1.301
H -0.347 -4.618 0.767
H 2.829 -1.862 -2.000
H 3.536 -2.131 -4.331
H 1.920 -2.900 -6.048
H -0.408 -3.419 -5.390
H -1.127 -3.152 -3.058
H 1.193 -1.750 2.043
H 2.771 -2.943 3.502
H 4.011 -4.906 2.642
H 3.642 -5.668 0.314
H 2.042 -4.488 -1.140
N -0.153 7.203 -1.980
C -0.164 5.843 -2.250
C -1.045 5.002 -1.563
C -1.090 3.655 -1.849
C -0.256 3.130 -2.838
C 0.631 3.954 -3.527
C 0.670 5.305 -3.235
S -0.325 1.423 -3.142
O 0.287 1.140 -4.401
O -1.672 1.006 -2.839
N 0.539 0.722 -1.933
C 1.886 0.908 -1.717
N 2.697 1.577 -2.542
C 3.959 1.655 -2.141
C 4.437 1.111 -0.949
C 3.519 0.466 -0.161
N 2.250 0.333 -0.536
H -0.553 7.504 -1.108
H 0.652 7.730 -2.272
H -1.694 5.411 -0.795
H -1.762 3.005 -1.300
H 1.277 3.527 -4.285
H 1.348 5.957 -3.776
H 4.637 2.186 -2.804
H 5.472 1.199 -0.652
H 3.785 0.023 0.792
Cl -5.273 -2.926 5.076
C -4.453 -1.879 3.946
C -4.992 -0.632 3.666
C -4.339 0.195 2.765
C -3.171 -0.229 2.144
C -2.646 -1.480 2.442
C -3.283 -2.313 3.350
C -2.508 0.698 1.175
O -2.828 1.850 1.066
O -1.552 0.119 0.425
H -5.908 -0.320 4.148
H -4.730 1.178 2.529
H -1.737 -1.809 1.963
H -2.886 -3.293 3.580
```

Results of the Löwdin charge analysis, in e, for atoms 1 through 8: V 0.86; C 0.01; C -0.32; O -0.07; C -0.09; C -0.04; C -0.09; C -0.07



2.
Density functional theory data (ωB97M-V/def2-TZVPD) for a cluster of 21 separate species, C66H126O42 in total in a non-equilibrium geometry.

Summary:
E_LUMO   -0.15 eV
Calculated total energy   -5750.206424 Eh
Frontier orbital gap   7.46 eV

XYZ file:
```
234
C66H126O42 (ωB97M-V/def2-TZVPD)
C 7.282 1.931 -0.901
C 8.667 1.786 -1.114
C 9.145 1.758 -2.482
C 8.275 1.744 -3.557
C 6.941 1.979 -3.367
C 6.484 2.001 -2.047
O 5.152 2.256 -1.813
O 10.507 1.778 -2.655
H 6.901 2.080 0.098
H 9.336 1.879 -0.271
H 8.600 1.711 -4.586
H 6.274 2.112 -4.206
H 4.980 2.234 -0.869
H 11.032 1.364 -1.966
C -1.680 7.469 -5.179
C -1.542 6.097 -4.947
C -1.191 5.692 -3.677
C -1.114 6.638 -2.646
C -1.119 8.005 -2.949
C -1.413 8.419 -4.205
O -1.480 9.735 -4.404
O -1.005 4.359 -3.367
H -1.878 7.843 -6.173
H -1.602 5.467 -5.822
H -0.919 6.340 -1.626
H -1.022 8.663 -2.098
H -1.955 9.988 -5.199
H -0.429 3.972 -4.032
C 0.554 6.094 2.447
C 1.459 5.947 1.296
C 2.800 5.876 1.520
C 3.310 5.863 2.800
C 2.488 6.066 3.918
C 1.088 6.212 3.735
O 0.375 6.460 4.858
O 3.731 5.761 0.515
H -0.499 6.210 2.233
H 1.103 5.967 0.276
H 4.361 5.732 3.010
H 2.829 6.016 4.942
H -0.518 6.794 4.746
H 3.335 6.042 -0.313
C -4.003 2.602 3.302
C -3.821 3.989 3.519
C -2.603 4.515 3.983
C -1.599 3.636 4.275
C -1.834 2.249 4.176
C -3.058 1.734 3.707
O -3.254 0.415 3.565
O -2.502 5.863 4.135
H -4.912 2.305 2.801
H -4.643 4.662 3.322
H -0.646 4.057 4.559
H -1.045 1.531 4.345
H -2.719 -0.072 4.196
H -3.324 6.266 4.424
C 4.453 1.449 1.967
C 3.805 0.500 2.695
C 2.424 0.550 2.848
C 1.677 1.624 2.251
C 2.352 2.525 1.391
C 3.723 2.432 1.292
O 4.481 3.265 0.533
O 1.736 -0.370 3.584
H 5.515 1.622 2.056
H 4.404 -0.253 3.185
H 0.617 1.748 2.409
H 1.808 3.349 0.953
H 4.043 4.116 0.454
H 2.307 -1.117 3.780
C 4.032 -2.241 -1.166
C 3.928 -0.941 -1.571
C 3.439 -0.655 -2.859
C 3.080 -1.653 -3.758
C 3.265 -2.951 -3.347
C 3.717 -3.241 -2.047
O 4.083 -4.469 -1.587
O 3.488 0.637 -3.260
H 4.386 -2.388 -0.157
H 4.182 -0.189 -0.838
H 2.634 -1.507 -4.731
H 3.076 -3.826 -3.951
H 4.455 -4.494 -0.702
H 4.089 1.081 -2.657
C 2.849 -3.638 2.196
C 3.663 -4.872 1.734
O 4.752 -4.618 0.827
O 3.490 -2.797 3.144
H 1.928 -3.999 2.652
H 2.626 -2.948 1.382
H 2.847 -5.374 1.214
H 3.905 -5.450 2.625
H 5.610 -4.580 1.254
H 3.799 -3.356 3.861
C -0.167 -4.041 -1.981
C 0.412 -4.981 -0.904
O -0.399 -4.945 0.174
O -1.300 -4.506 -2.612
H 0.491 -3.974 -2.847
H -0.390 -3.099 -1.480
H 1.445 -4.688 -0.714
H 0.490 -6.023 -1.216
H -1.181 -5.435 -0.089
H -1.547 -3.858 -3.275
C -6.099 -0.968 3.935
C -6.636 -2.453 4.177
O -7.980 -2.534 4.691
O -5.714 -0.349 5.140
H -6.922 -0.505 3.389
H -5.222 -1.086 3.299
H -5.830 -2.947 4.719
H -6.634 -2.997 3.233
H -8.398 -3.212 4.155
H -5.112 0.389 5.015
C 2.564 5.383 -2.976
C 3.965 5.074 -3.621
O 4.437 6.127 -4.483
O 2.538 6.279 -1.844
H 2.249 4.421 -2.573
H 1.805 5.664 -3.705
H 3.814 4.122 -4.131
H 4.687 4.827 -2.843
H 4.855 6.766 -3.901
H 2.361 7.165 -2.167
C 0.708 -4.108 6.581
C 1.161 -3.215 5.465
O 0.089 -2.581 4.795
O 0.019 -5.297 6.236
H 0.182 -3.437 7.258
H 1.603 -4.294 7.174
H 1.654 -3.903 4.778
H 1.969 -2.518 5.690
H -0.188 -3.160 4.082
H 0.655 -5.806 5.727
C -0.680 -7.734 3.305
C 0.716 -7.132 3.105
O 1.421 -7.036 4.280
O -1.602 -6.971 4.154
H -0.612 -8.770 3.638
H -1.015 -7.792 2.269
H 0.621 -6.130 2.688
H 1.282 -7.755 2.414
H 1.695 -7.937 4.465
H -1.121 -6.451 4.802
C -3.408 -3.932 2.079
C -2.417 -3.782 3.229
O -1.124 -4.203 2.818
O -3.311 -2.717 1.410
H -4.400 -4.001 2.524
H -3.147 -4.812 1.490
H -2.814 -4.530 3.914
H -2.384 -2.763 3.614
H -0.957 -4.028 1.889
H -2.398 -2.443 1.296
C 1.407 2.523 -6.724
C 1.854 0.994 -6.713
O 3.147 0.853 -6.215
O 1.062 2.844 -5.358
H 0.522 2.587 -7.357
H 2.127 3.278 -7.038
H 1.847 0.483 -7.676
H 1.197 0.373 -6.104
H 3.108 0.443 -5.347
H 1.462 2.148 -4.830
C -3.130 2.810 -0.477
C -1.833 3.460 0.165
O -0.785 3.048 -0.655
O -3.352 3.210 -1.766
H -4.033 3.067 0.076
H -3.140 1.724 -0.386
H -1.763 3.208 1.223
H -1.960 4.541 0.104
H -0.939 3.396 -1.537
H -3.188 2.542 -2.436
C -2.378 -0.481 6.790
C -2.958 -1.172 8.027
O -2.154 -2.264 8.393
O -2.237 -1.153 5.601
H -1.391 -0.125 7.086
H -3.039 0.384 6.749
H -3.988 -1.473 7.835
H -3.008 -0.476 8.864
H -2.196 -2.830 7.619
H -1.577 -1.831 5.763
C -3.347 -8.136 -2.132
C -2.468 -7.435 -1.085
O -2.556 -6.070 -0.840
O -2.987 -7.814 -3.435
H -4.375 -7.783 -2.049
H -3.280 -9.213 -1.982
H -1.402 -7.625 -1.214
H -2.752 -7.853 -0.119
H -2.193 -5.641 -1.618
H -2.613 -8.626 -3.787
C -4.596 -1.705 -1.993
C -5.828 -0.804 -2.532
O -6.194 0.049 -1.486
O -5.088 -2.613 -0.969
H -3.755 -1.160 -1.564
H -4.123 -2.304 -2.772
H -6.672 -1.432 -2.816
H -5.622 -0.313 -3.483
H -6.508 -0.570 -0.822
H -4.534 -2.653 -0.186
C -2.762 2.514 -5.980
C -3.831 2.198 -4.922
O -3.222 1.326 -3.977
O -2.515 1.276 -6.678
H -1.858 2.935 -5.538
H -3.217 3.277 -6.611
H -4.696 1.737 -5.399
H -4.149 3.065 -4.343
H -2.537 0.850 -4.452
H -2.039 1.409 -7.501
C -0.951 -1.394 -3.929
C -1.893 -1.644 -5.136
O -2.070 -3.019 -5.443
O -0.522 -0.068 -3.905
H -0.024 -1.964 -3.982
H -1.461 -1.633 -2.996
H -1.422 -1.038 -5.910
H -2.860 -1.185 -4.929
H -2.673 -3.098 -6.186
H -0.269 0.233 -3.029
C -0.691 -0.613 0.380
C 0.585 -0.383 -0.474
O 0.346 0.461 -1.536
O -0.425 -1.557 1.365
H -1.607 -0.957 -0.102
H -0.799 0.380 0.814
H 1.021 -1.296 -0.880
H 1.309 0.263 0.022
H 0.081 1.290 -1.133
H 0.226 -1.216 1.982
```

Results of the Löwdin charge analysis, in e, for atoms 1 through 8: C 0.00; C 0.01; C -0.30; C -0.02; C 0.00; C -0.29; O -0.01; O 0.02



3.
Density functional theory data (ωB97M-V/def2-TZVPD) for a structure of composition C30H65N5O23 in a non-equilibrium geometry.

Summary:
E_LUMO   0.24 eV
Calculated total energy   -3185.559606 Eh
Frontier orbital gap   7.71 eV

XYZ file:
```
123
C30H65N5O23 (ωB97M-V/def2-TZVPD)
C -3.594 3.474 2.168
O -3.069 2.227 2.696
C -2.866 1.217 1.887
O -3.370 1.031 0.815
O -2.206 0.340 2.561
C -1.938 -0.993 1.956
H -2.977 3.943 1.402
H -3.927 4.191 2.918
H -4.492 3.046 1.722
H -1.328 -0.931 1.055
H -2.819 -1.579 1.696
H -1.540 -1.662 2.719
C -1.254 -1.844 -0.869
O -0.876 -0.444 -0.942
C 0.207 0.077 -0.403
O 1.022 -0.598 0.075
O 0.126 1.402 -0.506
C 1.055 2.223 0.127
H -2.025 -2.022 -1.620
H -1.466 -2.139 0.159
H -0.569 -2.579 -1.290
H 0.853 3.230 -0.240
H 2.046 1.796 -0.026
H 0.976 2.502 1.178
C 3.954 -6.019 -0.159
O 3.980 -4.629 -0.500
C 2.843 -4.021 -0.820
O 1.776 -4.518 -1.148
O 3.151 -2.736 -0.854
C 2.267 -1.820 -1.412
H 3.455 -6.628 -0.913
H 3.261 -6.102 0.678
H 4.984 -6.296 0.066
H 2.824 -0.884 -1.445
H 1.540 -1.570 -0.639
H 1.870 -2.058 -2.399
C 4.404 5.418 -0.492
O 3.129 5.696 -1.126
C 2.166 4.772 -1.323
O 2.212 3.584 -1.079
O 1.160 5.390 -1.993
C 0.068 4.630 -2.604
H 4.134 5.088 0.511
H 4.769 6.425 -0.290
H 5.157 4.932 -1.113
H -0.863 4.749 -2.050
H 0.419 3.599 -2.590
H -0.100 4.993 -3.618
C -0.874 3.994 0.737
O 0.195 3.784 1.616
C 1.195 4.703 1.705
O 1.306 5.699 0.957
O 1.934 4.238 2.675
C 3.021 4.859 3.224
H -0.488 4.432 -0.183
H -1.634 4.685 1.102
H -1.404 3.072 0.496
H 3.026 4.479 4.246
H 2.942 5.943 3.142
H 3.901 4.545 2.664
C 3.366 1.644 3.484
O 3.163 1.631 2.053
C 4.034 2.070 1.202
O 5.170 2.503 1.480
O 3.563 1.819 0.030
C 4.372 2.189 -1.077
H 3.259 2.651 3.889
H 4.391 1.410 3.772
H 2.618 0.994 3.937
H 5.227 2.809 -0.806
H 3.854 2.795 -1.820
H 4.799 1.465 -1.770
C -6.504 -4.131 0.896
C -5.199 -3.438 0.971
O -5.185 -2.486 1.741
N -4.164 -3.975 0.300
C -2.931 -3.296 0.301
H -6.433 -5.116 1.359
H -6.676 -4.200 -0.178
H -7.276 -3.528 1.374
H -4.222 -4.913 -0.069
H -2.945 -2.271 -0.070
H -2.222 -3.904 -0.261
H -2.498 -3.315 1.301
C -1.344 -3.453 3.904
C -0.470 -2.927 2.712
O -1.002 -2.739 1.627
N 0.826 -2.840 2.946
C 1.776 -2.416 1.943
H -0.734 -3.736 4.762
H -1.893 -4.323 3.543
H -2.000 -2.603 4.089
H 1.181 -2.841 3.891
H 2.819 -2.693 2.095
H 1.686 -1.361 1.687
H 1.545 -2.936 1.013
O -3.131 4.534 -1.388
C -2.605 3.689 -2.174
N -2.723 3.851 -3.508
C -1.873 2.490 -1.629
H -2.994 4.724 -3.937
H -2.532 2.991 -4.002
H -2.435 1.846 -0.952
H -0.919 2.748 -1.171
H -1.573 1.972 -2.540
O 0.456 -2.834 -3.718
C -0.257 -1.871 -3.962
N 0.373 -0.804 -4.232
C -1.812 -1.926 -3.902
H 1.375 -0.768 -4.109
H -0.155 0.038 -4.411
H -2.268 -1.682 -2.943
H -2.152 -2.954 -4.033
H -2.200 -1.275 -4.685
O -2.101 -3.296 -1.901
C -1.215 -4.086 -1.708
N 0.078 -3.854 -1.964
C -1.424 -5.469 -1.081
H 0.666 -4.237 -1.237
H 0.449 -3.139 -2.574
H -0.938 -5.590 -0.113
H -1.189 -6.338 -1.695
H -2.498 -5.637 -0.990
```

Results of the Löwdin charge analysis, in e, for atoms 1 through 8: C 0.00; O 0.01; C -0.68; O 0.13; O 0.07; C 0.00; H 0.04; H 0.10



4.
Density functional theory data (ωB97M-V/def2-TZVPD) for a structure of composition H7N4P in a non-equilibrium geometry.

Summary:
Relative energy (zero: lowest compared OMol25 entry of this formula, charge and spin)   25.3 kcal per mole
E_LUMO   0.51 eV
Calculated total energy   -564.539947 Eh
Frontier orbital gap   9.22 eV

XYZ file:
```
12
H7N4P (ωB97M-V/def2-TZVPD)
N 0.803 -1.764 -0.136
N 1.478 0.714 0.012
N -1.255 0.635 -1.274
N -0.526 0.149 1.722
P 0.187 -0.300 0.180
H 0.182 -2.525 0.136
H 1.349 1.745 -0.267
H 2.053 0.189 -0.560
H -1.709 0.036 -1.916
H -0.835 1.392 -1.864
H -1.513 0.249 1.531
H -0.213 -0.520 2.437
```

Results of the Löwdin charge analysis, in e, for atoms 1 through 8: N -0.24; N -0.13; N -0.15; N -0.12; P 0.63; H -0.05; H 0.10; H -0.01



Which formula does entry 3 have? C30H65N5O23